{"formula": "C37H40Br2MnN4OP2S2", "method": "ωB97M-V/def2-TZVPD", "symbols": ["Mn", "C", "P", "C", "C", "C", "C", "C", "C", "C", "P", "C", "C", "H", "H", "H", "H", "H", "H", "H", "H", "H", "H", "H", "H", "H", "H", "H", "H", "Br", "C", "C", "C", "Br", "C", "C", "C", "C", "N", "C", "C", "O", "H", "H", "H", "H", "C", "C", "C", "C", "C", "C", "C", "C", "S", "C", "N", "C", "C", "C", "C", "C", "C", "C", "C", "H", "H", "H", "H", "H", "H", "H", "H", "H", "H", "H", "H", "H", "H", "H", "H", "N", "C", "N", "S", "H", "H", "H", "H"], "coordinates": [[0.1742, -0.7128, -0.9936], [-2.8916, 0.0457, -2.7353], [-2.1621, -0.7482, -1.2614], [-3.2950, -0.0504, 0.0034], [-2.7094, -2.4947, -1.4193], [-4.0535, -2.8075, -1.6288], [-4.4728, -4.1187, -1.7605], [-3.5408, -5.1452, -1.6780], [-2.2056, -4.8455, -1.4731], [-1.7657, -3.5257, -1.3444], [0.0380, -3.1536, -1.1204], [0.7903, -4.3248, -2.3181], [0.4615, -4.1285, 0.3780], [-3.9786, -0.0430, -2.7285], [-2.4850, -0.4021, -3.6399], [-2.6193, 1.1021, -2.7189], [-4.3287, -0.3265, -0.2046], [-3.2033, 1.0366, -0.0519], [-3.0368, -0.3607, 1.0128], [-4.7889, -2.0136, -1.6919], [-5.5187, -4.3414, -1.9281], [-3.8540, -6.1764, -1.7787], [-1.4942, -5.6592, -1.4103], [0.4887, -5.3454, -2.0859], [1.8707, -4.2561, -2.2161], [0.5276, -4.1004, -3.3475], [0.1254, -5.1613, 0.2773], [0.0443, -3.7063, 1.2864], [1.5506, -4.1160, 0.4573], [4.1555, 2.2346, 0.3938], [3.0263, 1.1445, 1.4556], [3.1438, 1.2270, 2.8446], [2.2928, 0.5374, 3.6661], [2.5018, 0.6921, 5.5481], [1.2335, -0.2241, 3.1254], [0.2464, -0.8958, 3.8789], [-0.7761, -1.5251, 3.2287], [-0.8314, -1.4887, 1.8287], [0.0773, -0.8927, 1.0845], [1.1176, -0.2797, 1.7168], [2.0660, 0.3434, 0.8231], [1.9328, 0.1855, -0.4310], [3.9138, 1.8519, 3.2763], [0.2991, -0.8878, 4.9588], [-1.5519, -2.0390, 3.7797], [-1.6396, -1.9793, 1.2994], [-1.5259, 4.5018, 3.9175], [-0.4154, 3.5300, 3.4947], [-0.8130, 2.1202, 3.9328], [0.8953, 3.9000, 4.2070], [-0.2008, 3.6165, 1.9849], [0.1867, 4.8428, 1.4110], [0.4339, 4.9794, 0.0599], [0.3029, 3.8561, -0.7497], [0.5863, 3.6657, -2.4509], [0.1999, 1.9681, -2.3047], [-0.1480, 1.5938, -1.1131], [-0.0860, 2.6330, -0.2066], [-0.3468, 2.5185, 1.1591], [0.2726, 1.0124, -3.4012], [0.3499, 1.4321, -4.7299], [0.3260, 0.4958, -5.7456], [0.2034, -0.8497, -5.4112], [0.1407, -1.2415, -4.0801], [0.1971, -0.3388, -3.0098], [-1.6425, 4.4870, 5.0035], [-2.4785, 4.2157, 3.4672], [-1.3032, 5.5252, 3.6160], [-0.9300, 2.0961, 5.0176], [-0.0462, 1.3890, 3.6651], [-1.7609, 1.8108, 3.4861], [0.7994, 3.7335, 5.2819], [1.1572, 4.9474, 4.0504], [1.7189, 3.2859, 3.8367], [0.3105, 5.7108, 2.0456], [0.7383, 5.9326, -0.3520], [-0.6368, 1.5484, 1.5427], [0.4082, 2.4896, -4.9678], [0.3880, 0.8058, -6.7806], [0.1616, -1.5964, -6.1959], [0.0245, -2.2980, -3.8827], [4.8062, -0.1454, -2.2470], [4.5145, -1.1761, -1.4308], [5.1188, -1.1793, -0.2246], [3.4668, -2.3839, -1.9011], [5.2053, 0.6974, -1.8686], [4.2176, -0.0520, -3.0567], [5.5319, -0.3372, 0.1421], [4.7963, -1.8678, 0.4313]], "forces_ev_per_angstrom": [[-0.95, 0.68, -0.37], [0.04, -0.03, 0.03], [0.17, -0.48, -0.19], [0.13, 0.06, -0.02], [-0.11, 0.06, 0.01], [-0.04, -0.02, 0.01], [0.01, 0.00, 0.00], [0.03, 0.02, 0.00], [-0.02, -0.01, 0.04], [0.05, -0.07, -0.01], [-0.04, 0.43, 0.24], [0.00, 0.13, -0.05], [0.02, 0.01, -0.05], [-0.01, 0.00, -0.01], [0.00, 0.01, 0.00], [0.01, 0.00, -0.02], [-0.01, 0.02, 0.00], [0.00, 0.00, 0.02], [-0.01, -0.01, 0.01], [0.01, 0.01, -0.01], [0.00, 0.00, 0.00], [0.00, 0.00, 0.01], [0.00, -0.01, -0.01], [-0.03, 0.00, -0.01], [0.00, -0.04, -0.01], [-0.02, 0.00, -0.01], [0.01, 0.00, 0.01], [-0.02, 0.02, 0.02], [0.00, 0.01, 0.00], [0.00, -0.02, -0.03], [0.03, 0.00, 0.04], [-0.02, -0.05, -0.08], [0.04, -0.07, 0.13], [-0.01, -0.04, -0.06], [0.28, -0.31, -0.20], [0.03, -0.27, -0.07], [0.02, 0.01, 0.14], [-0.04, 0.04, -0.17], [0.21, -0.02, 0.35], [0.11, -0.17, 0.12], [0.02, 0.08, -0.15], [0.38, -0.33, 0.05], [0.02, 0.01, -0.02], [0.01, 0.01, 0.01], [-0.01, -0.01, -0.02], [0.00, -0.03, 0.02], [0.04, -0.04, 0.00], [-0.04, 0.03, 0.05], [0.07, 0.09, -0.06], [0.00, 0.02, -0.04], [-0.02, 0.01, 0.03], [0.02, 0.00, -0.05], [-0.01, -0.01, 0.06], [-0.03, 0.01, -0.05], [0.03, -0.09, 0.01], [0.00, 0.25, -0.14], [0.05, -0.64, 0.04], [0.01, 0.02, 0.15], [-0.06, -0.03, 0.02], [-0.01, -0.01, 0.04], [-0.02, 0.07, 0.02], [0.00, -0.02, 0.00], [0.01, 0.03, 0.04], [0.00, 0.04, -0.09], [0.19, -0.07, 0.08], [0.00, 0.00, 0.00], [0.00, 0.01, -0.01], [0.00, 0.03, 0.01], [-0.02, 0.00, 0.03], [-0.40, 0.55, 0.13], [-0.02, -0.01, -0.02], [0.00, 0.02, 0.00], [0.00, 0.01, -0.02], [-0.06, 0.04, 0.05], [-0.01, 0.00, 0.01], [0.00, 0.00, 0.01], [-0.05, 0.14, -0.02], [0.01, 0.00, -0.02], [-0.01, 0.00, 0.00], [0.00, 0.00, 0.00], [0.05, -0.03, 0.02], [0.10, -0.02, -0.05], [-0.24, 0.15, 0.07], [0.06, 0.01, -0.01], [0.11, -0.25, -0.05], [-0.04, 0.03, 0.04], [-0.02, 0.00, 0.00], [-0.02, 0.03, 0.01], [0.01, -0.01, 0.00]], "de_lowest_kcal_mol": 26.7, "multiplicity": 2, "total_energy_ev": -258682.706, "e_homo_ev": [-7.121, -6.903], "gap_ev": [7.06, 6.82]}



{"formula": "C17H27ClN2O3S2", "method": "ωB97M-V/def2-TZVPD", "symbols": ["C", "C", "S", "C", "C", "C", "O", "N", "C", "C", "C", "O", "C", "C", "N", "C", "C", "O", "C", "C", "C", "C", "S", "C", "Cl", "H", "H", "H", "H", "H", "H", "H", "H", "H", "H", "H", "H", "H", "H", "H", "H", "H", "H", "H", "H", "H", "H", "H", "H", "H", "H", "H"], "coordinates": [[0.3318, -0.4633, -3.3526], [-0.0101, -1.1843, -2.0574], [-1.8038, -1.1831, -1.8347], [-1.9229, -1.8739, -0.1502], [-1.7311, -3.3807, -0.1248], [-3.3147, -1.4956, 0.3621], [-4.2266, -2.3058, 0.3071], [-3.5160, -0.2449, 0.8555], [-4.8715, 0.0757, 1.2779], [-2.5234, 0.8095, 0.9428], [-2.7070, 1.8983, -0.1122], [-1.6464, 2.8345, -0.0243], [-0.4357, 2.4030, -0.6216], [0.7074, 2.7863, 0.3202], [1.8739, 1.9086, 0.2864], [3.0797, 2.4219, -0.3421], [1.8219, 0.7469, 0.9795], [0.7626, 0.2565, 1.3535], [3.1163, 0.0880, 1.3454], [3.4765, -1.2534, 0.9915], [2.6600, -2.1195, 0.0858], [4.6457, -1.6294, 1.5728], [5.3182, -0.4077, 2.5705], [4.0255, 0.6472, 2.1901], [3.9400, 2.2010, 2.9153], [1.4099, -0.4643, -3.5206], [-0.1414, -0.9486, -4.2069], [-0.0085, 0.5728, -3.3221], [0.3590, -2.2106, -2.0811], [0.4424, -0.6843, -1.1986], [-1.1494, -1.3899, 0.4486], [-1.7839, -3.7514, 0.9003], [-2.5101, -3.8704, -0.7042], [-0.7568, -3.6443, -0.5383], [-5.2789, -0.7391, 1.8723], [-4.8420, 0.9864, 1.8740], [-5.5361, 0.2293, 0.4248], [-2.5847, 1.2669, 1.9342], [-1.5215, 0.3987, 0.8634], [-2.7596, 1.4492, -1.1077], [-3.6265, 2.4588, 0.0642], [-0.4356, 1.3190, -0.7544], [-0.3273, 2.8665, -1.6088], [1.0549, 3.8018, 0.1307], [0.2925, 2.7556, 1.3287], [3.8018, 1.6215, -0.4806], [2.8230, 2.8219, -1.3235], [3.5406, 3.2155, 0.2500], [3.1148, -3.1033, -0.0182], [1.6491, -2.2380, 0.4790], [2.5750, -1.6780, -0.9089], [5.1491, -2.5774, 1.4673]], "forces_ev_per_angstrom": [[0.01, 0.00, 0.01], [0.03, 0.00, 0.02], [-0.01, 0.00, -0.03], [0.02, 0.01, 0.06], [-0.01, 0.00, -0.02], [-0.01, -0.05, -0.01], [0.01, 0.02, -0.01], [-0.02, 0.02, 0.01], [0.01, 0.00, -0.01], [0.02, -0.01, 0.00], [-0.01, -0.01, 0.02], [0.01, 0.18, -0.11], [0.02, -0.15, 0.07], [-0.10, -0.11, 0.18], [0.09, 0.13, -0.11], [-0.01, -0.01, -0.06], [-0.04, -0.01, 0.02], [0.01, 0.01, -0.01], [0.01, 0.01, -0.04], [0.00, 0.01, 0.00], [-0.04, -0.02, 0.00], [0.00, 0.00, 0.01], [0.01, 0.01, -0.02], [-0.01, -0.01, 0.04], [0.00, -0.01, 0.00], [0.01, -0.01, 0.01], [0.00, 0.00, 0.00], [0.00, 0.00, 0.00], [-0.01, -0.01, -0.01], [0.00, 0.01, -0.01], [0.00, -0.01, -0.02], [0.01, 0.00, 0.00], [0.00, 0.00, 0.00], [0.00, 0.00, 0.01], [-0.01, 0.00, 0.01], [0.00, 0.00, 0.01], [0.01, -0.01, 0.00], [0.00, 0.00, 0.00], [-0.01, 0.01, 0.00], [0.00, 0.00, 0.00], [0.00, 0.00, -0.01], [-0.01, -0.01, -0.01], [0.01, 0.00, 0.01], [0.00, 0.00, 0.00], [0.00, 0.00, 0.00], [0.01, 0.02, 0.01], [0.01, 0.00, -0.01], [-0.02, 0.00, 0.00], [-0.01, -0.01, 0.00], [0.00, 0.00, -0.01], [0.01, 0.00, 0.00], [0.00, 0.00, 0.00]], "de_lowest_kcal_mol": 2.6, "total_energy_ev": -61383.133, "e_homo_ev": -8.554, "gap_ev": 9.03, "smiles": "CCS[C@H](C)C(=O)N(C)CCOCCN(C)C(=O)c1c(C)csc1Cl"}



{"formula": "C26H26N2O7", "method": "ωB97M-V/def2-TZVPD", "symbols": ["C", "C", "H", "H", "O", "C", "O", "C", "C", "N", "H", "H", "O", "C", "C", "C", "O", "O", "C", "C", "H", "C", "H", "H", "H", "C", "C", "C", "C", "C", "C", "C", "N", "C", "O", "C", "C", "C", "C", "H", "H", "H", "H", "C", "H", "H", "H", "C", "H", "H", "H", "H", "O", "C", "H", "H", "H", "H", "H", "H", "H"], "coordinates": [[-2.9353, -2.8531, 0.1862], [-2.1168, -2.7171, 1.4627], [-1.8653, -3.7001, 1.8739], [-2.6582, -2.1322, 2.2109], [-0.9156, -2.0024, 1.1972], [0.2240, -2.6974, 1.0844], [0.2932, -3.8988, 1.3110], [1.3418, -1.8652, 0.6895], [2.5955, -2.4025, 0.6589], [2.8673, -3.7021, 0.8688], [3.8189, -3.9750, 1.0398], [2.0775, -4.2552, 1.1945], [3.7193, -1.6877, 0.3632], [3.5812, -0.3760, 0.0423], [2.3838, 0.2690, -0.0038], [2.3419, 1.6752, -0.3411], [1.3581, 2.3706, -0.3990], [3.5531, 2.2743, -0.6277], [4.7220, 1.6249, -0.5814], [4.7907, 0.3132, -0.2617], [5.7242, -0.2180, -0.2190], [5.8949, 2.4861, -0.9080], [6.8116, 1.9064, -0.8942], [5.7594, 2.9362, -1.8896], [5.9658, 3.2965, -0.1845], [1.0912, -0.4123, 0.3536], [0.0292, -0.2227, -0.6986], [-0.0733, -0.6889, -1.9931], [-1.2192, -0.3521, -2.7167], [-2.2243, 0.4343, -2.1492], [-2.1214, 0.9060, -0.8461], [-0.9759, 0.5526, -0.1484], [-0.7032, 0.8868, 1.1617], [0.4772, 0.3606, 1.5621], [1.0051, 0.4623, 2.6476], [-1.5681, 1.7817, 1.9212], [-2.8091, 2.1033, 1.1256], [-3.0886, 1.7263, -0.1249], [-4.3587, 2.1167, -0.8147], [-4.1346, 2.6953, -1.7094], [-4.9129, 1.2291, -1.1172], [-4.9858, 2.7150, -0.1591], [-3.5160, 2.7145, 1.6696], [-1.9726, 1.1003, 3.2354], [-2.5713, 1.7767, 3.8399], [-2.5534, 0.2040, 3.0280], [-1.0812, 0.8220, 3.7903], [-0.7909, 3.0755, 2.2045], [0.0521, 2.8569, 2.8546], [-1.4323, 3.8094, 2.6855], [-0.4122, 3.4827, 1.2697], [-3.0819, 0.6609, -2.7615], [-1.4605, -0.7518, -4.0033], [-0.4933, -1.5355, -4.6540], [-0.8898, -1.7254, -5.6504], [-0.3348, -2.4907, -4.1417], [0.4624, -1.0075, -4.7413], [0.7116, -1.2966, -2.4154], [-2.3963, -3.4575, -0.5394], [-3.8860, -3.3299, 0.4075], [-3.1145, -1.8712, -0.2457]], "forces_ev_per_angstrom": [[0.35, 0.13, 0.26], [-0.50, -0.46, 0.06], [-0.08, 0.24, 0.00], [0.11, -0.06, -0.05], [0.35, 0.06, 0.00], [0.18, -0.39, 0.09], [-0.19, 0.02, -0.01], [0.25, 0.52, -0.06], [-0.49, -0.27, 0.01], [0.26, 0.18, 0.00], [-0.01, 0.02, 0.00], [0.12, 0.02, -0.05], [-0.05, -0.10, 0.03], [-0.62, 0.73, -0.14], [0.31, -0.55, 0.12], [-0.42, 0.10, -0.02], [0.41, -0.25, 0.09], [0.16, 0.32, -0.10], [0.43, -0.73, 0.12], [-0.06, 0.22, -0.03], [0.19, 0.03, -0.03], [-0.29, 0.02, 0.03], [0.05, -0.04, 0.00], [0.02, 0.02, -0.08], [0.03, 0.05, 0.05], [0.02, -0.05, -0.01], [-0.50, 0.40, 0.04], [-0.09, 0.01, -0.09], [-0.05, 0.02, 0.03], [0.13, -0.08, -0.03], [0.63, -0.29, 0.12], [0.12, -0.39, -0.94], [-0.41, 0.17, 0.08], [0.24, -0.17, 0.12], [0.08, 0.06, 0.08], [0.06, 0.24, 0.46], [0.05, -0.13, -0.19], [-0.24, 0.22, 0.28], [0.11, 0.00, 0.11], [-0.06, 0.05, -0.12], [-0.10, -0.04, -0.08], [-0.06, 0.04, 0.01], [-0.12, 0.08, 0.04], [0.10, 0.01, -0.13], [-0.10, 0.09, 0.06], [-0.08, -0.07, -0.01], [0.04, 0.00, 0.08], [-0.03, -0.12, -0.07], [0.08, 0.01, 0.08], [-0.09, 0.08, 0.07], [0.00, 0.07, -0.05], [-0.14, 0.05, -0.08], [-0.18, 0.14, 0.08], [0.10, -0.09, -0.07], [0.08, -0.02, 0.05], [0.01, 0.03, 0.00], [-0.02, -0.03, 0.02], [0.08, -0.09, -0.08], [0.02, -0.07, -0.09], [-0.12, -0.06, 0.00], [-0.06, 0.08, -0.08]], "de_lowest_kcal_mol": 17.5, "total_energy_ev": -44698.167, "e_homo_ev": -7.202, "gap_ev": 7.52, "smiles": "CCOC(=O)C1=C(N)Oc2cc(C)oc(=O)c2[C@]12C(=O)N1c3c(cc(OC)cc32)C(C)=CC1(C)C"}